No. 1
111
Properties=species:S:1:pos:R:3:forces:R:3:lowdin_charge:R:1 method="wB97M-V/def2-TZVPD" e_homo_ha=-0.3143 charge=0 homo_lumo_gap_ev=7.5
C -5.9839 -6.3115 4.7159 -1.431 0.557 -0.540 -0.05
C -6.5745 -6.4774 3.1630 2.864 -0.820 1.074 -0.30
C -5.2734 -6.2086 2.1471 -2.083 -1.425 0.262 -0.12
O -4.8039 -4.8280 2.3383 3.748 -0.780 -1.988 -0.08
C -3.4429 -4.6179 1.8242 3.177 -3.053 -0.621 -0.30
O -2.5434 -5.5578 1.5255 -6.069 5.353 1.824 -0.04
C -2.9614 -3.0341 1.6389 -1.163 -0.782 0.178 -0.31
S -1.3164 -2.8187 2.5765 -0.766 -0.427 -0.607 0.91
O -1.5504 -1.8428 3.9724 1.801 2.619 -0.096 -0.65
P -0.4203 -0.4733 3.9344 2.639 0.049 -2.192 0.69
O 0.8258 -0.7485 2.9955 -4.900 1.172 3.615 -0.37
O 0.0891 -0.0538 5.5759 -2.058 -2.553 -2.653 -0.18
O -1.3264 0.9009 3.3266 0.790 -3.084 2.992 -0.20
O -7.7048 -5.5697 2.9121 -1.861 -3.614 0.222 -0.07
C -8.9077 -6.4202 3.0546 -2.449 -3.060 4.011 -0.30
O -9.2546 -7.1013 4.1576 2.855 4.642 -6.935 -0.02
C -9.8653 -6.5725 1.6996 1.482 1.758 -0.915 -0.45
S -11.7000 -6.7043 2.1045 0.359 0.532 -0.660 0.64
H -5.5303 -5.2286 4.8184 -0.640 -2.336 -0.264 0.09
H -5.2106 -7.1696 4.9132 -1.509 1.810 -0.238 0.09
H -6.9180 -6.3367 5.4548 2.172 -0.285 -1.588 0.10
H -6.8699 -7.6180 2.9814 0.507 2.535 0.367 0.17
H -4.4961 -7.0412 2.4167 -1.221 1.929 -0.502 0.15
H -5.6555 -6.3764 1.0529 0.955 0.562 1.916 0.15
H -3.7890 -2.2773 1.9928 1.749 -1.493 -0.835 0.12
H -2.6763 -2.9300 0.4984 -0.697 -0.077 2.413 0.11
H 0.0605 -0.8771 6.1694 0.000 1.517 -1.265 0.11
H -2.0515 1.1119 3.9879 0.927 -0.093 -0.986 0.12
H -9.7193 -5.5724 1.0830 -0.157 -2.140 1.253 0.09
H -9.4795 -7.4585 1.0037 -0.757 1.800 1.837 0.11
H -12.3335 -5.8918 1.1160 1.380 -1.010 0.933 -0.12
C -0.7890 2.1782 -0.7330 -0.465 0.330 0.033 -0.70
O -1.2069 2.7815 -1.7086 -0.038 0.186 -0.502 0.02
N 0.4343 1.6199 -0.6920 1.261 -0.750 -0.534 0.17
N -1.5142 2.0177 0.3886 -1.083 -0.243 0.474 0.17
H 0.7960 1.1193 0.1022 0.034 0.249 0.058 0.11
H 1.0129 1.7176 -1.5160 0.055 0.125 0.283 0.09
H -2.4412 2.4229 0.3995 0.445 -0.039 0.082 0.12
H -1.1874 1.5242 1.2021 0.011 0.250 -0.074 0.06
C 1.2820 4.3066 -4.8759 0.471 -0.023 -0.079 -0.73
O 1.8026 5.1040 -5.6398 0.201 0.480 -0.378 -0.01
N 1.9513 3.2708 -4.3385 0.780 -0.070 0.291 0.15
N -0.0077 4.3924 -4.5030 -1.438 0.534 0.051 0.16
H 1.5398 2.6038 -3.7076 0.117 0.018 -0.346 0.04
H 2.9251 3.1697 -4.5933 -0.446 -0.045 0.108 0.11
H -0.5475 5.1580 -4.8848 0.245 -0.340 0.167 0.11
H -0.4542 3.7454 -3.8751 0.033 0.004 0.147 0.07
C 0.8020 3.7453 2.4104 0.406 0.400 -0.202 -0.70
O -0.3113 4.2258 2.2681 -0.622 0.283 0.058 0.00
N 1.8989 4.2681 1.8332 0.361 0.825 -0.276 0.17
N 1.0316 2.6502 3.1570 -0.221 -1.111 0.845 0.17
H 2.8240 3.8867 1.9385 -0.112 -0.013 -0.336 0.09
H 1.7702 5.0933 1.2624 0.132 -0.430 0.152 0.11
H 0.2325 2.2253 3.6093 0.400 0.337 -0.233 0.06
H 1.9411 2.2398 3.2861 -0.120 0.081 -0.095 0.11
C -2.5910 6.1942 4.5060 0.357 -0.560 -0.304 -0.73
O -2.8631 5.0318 4.7615 -0.208 -0.260 0.210 0.01
N -3.2480 7.2323 5.0540 -1.171 0.932 0.997 0.14
N -1.6098 6.5411 3.6537 0.818 0.038 -0.599 0.16
H -3.0385 8.1962 4.8561 -0.027 -0.228 0.021 0.09
H -3.9943 7.0150 5.7015 0.303 0.130 -0.269 0.11
H -1.0902 5.7896 3.2192 0.009 -0.088 -0.173 0.06
H -1.3710 7.4926 3.4306 -0.127 -0.181 0.092 0.10
C 1.5532 -0.4659 -3.6387 -0.077 0.034 0.164 -0.68
O 1.8090 0.7207 -3.7697 0.120 -0.112 0.177 0.01
N 1.8970 -1.3895 -4.5544 0.581 -0.470 -1.225 0.16
N 0.9048 -0.9561 -2.5669 -0.588 -0.112 1.063 0.17
H 1.6952 -2.3710 -4.4642 0.037 0.228 0.013 0.10
H 2.3869 -1.0625 -5.3768 -0.190 -0.153 0.290 0.12
H 0.6280 -0.2942 -1.8536 -0.063 -0.212 -0.141 0.07
H 0.6851 -1.9298 -2.4411 0.089 0.192 -0.071 0.10
C 4.4010 4.3290 -1.0116 -0.062 -0.067 0.043 -0.72
O 3.9238 3.5270 -0.2244 -0.155 -0.317 0.386 0.00
N 5.7195 4.3990 -1.2689 1.288 -0.316 0.114 0.16
N 3.6511 5.2144 -1.6922 -1.067 0.719 -0.212 0.16
H 6.1312 5.0525 -1.9137 -0.005 -0.191 0.006 0.10
H 6.3198 3.7499 -0.7773 -0.171 0.275 -0.236 0.11
H 2.6531 5.1952 -1.5278 0.342 -0.033 -0.241 0.11
H 4.0257 5.8825 -2.3445 -0.093 -0.178 0.028 0.11
C -12.6351 -5.6430 -2.3141 -0.288 -0.499 0.492 -0.72
O -13.0548 -6.4289 -1.4795 0.026 -0.001 0.135 0.01
N -12.9259 -4.3298 -2.2876 -0.521 1.360 0.429 0.15
N -11.8441 -6.0196 -3.3349 0.862 -0.834 -0.926 0.15
H -12.5897 -3.6671 -2.9659 -0.075 -0.133 0.133 0.10
H -13.5187 -4.0045 -1.5352 0.212 -0.096 -0.332 0.11
H -11.6011 -7.0000 -3.3917 -0.100 0.392 -0.008 0.11
H -11.4886 -5.3872 -4.0320 -0.087 -0.127 0.136 0.10
C 8.5343 2.4127 -3.4559 -0.036 0.674 -0.326 -0.73
O 8.2551 3.5192 -3.8897 -0.122 0.111 0.091 0.02
N 7.6190 1.5956 -2.9044 -1.372 -0.580 0.593 0.15
N 9.7821 1.9115 -3.4905 1.442 -0.155 -0.141 0.16
H 7.8296 0.6810 -2.5418 -0.056 0.185 -0.069 0.10
H 6.6670 1.9346 -2.8587 0.302 -0.170 -0.007 0.10
H 10.5015 2.4946 -3.8978 -0.073 -0.057 -0.081 0.08
H 10.0315 1.0027 -3.1383 -0.136 0.177 -0.083 0.09
C 4.5362 -2.4695 2.3199 0.026 0.591 -0.467 -0.73
O 5.0568 -1.6722 1.5559 0.107 0.010 -0.061 0.02
N 5.2055 -3.5053 2.8572 1.240 -1.116 0.406 0.14
N 3.2465 -2.3837 2.6928 -1.090 0.408 -0.018 0.15
H 4.7940 -4.1724 3.4881 0.078 0.152 -0.143 0.09
H 6.1793 -3.6064 2.6024 -0.400 0.019 0.129 0.11
H 2.7067 -1.6181 2.3109 0.031 -0.281 0.299 0.07
H 2.8000 -3.0307 3.3207 0.073 0.174 -0.145 0.09
C 13.3510 3.6565 -5.1693 -0.741 0.104 -0.069 -0.71
O 12.1338 3.7509 -5.1771 -0.119 -0.130 0.096 0.03
N 14.1265 4.1685 -6.1419 0.421 0.681 -1.218 0.15
N 14.0257 3.0318 -4.1873 0.351 -0.812 1.284 0.15
H 15.1303 4.1008 -6.1529 -0.217 0.016 0.014 0.10
H 13.6584 4.6470 -6.9003 0.197 -0.179 0.288 0.11
H 13.4795 2.6321 -3.4354 0.278 0.181 -0.274 0.11
H 15.0276 2.9437 -4.1633 -0.208 0.022 -0.002 0.10

---

No. 2
88
Properties=species:S:1:pos:R:3:forces:R:3:lowdin_charge:R:1 method="wB97M-V/def2-TZVPD" e_homo_ha=-0.3335 charge=0 relative_energy_kcal_mol=93.6 smiles="NC(N)=O.NC(N)=O.CCO.CCO.CCO.CCO.CCO.CCO.CO.CO.CO" homo_lumo_gap_ev=8.9
N -8.5452 -20.0638 3.2340 0.752 2.009 2.603 0.18
C -9.1014 -20.6390 2.2247 4.218 -3.423 -2.299 -0.60
N -10.3789 -20.3548 2.0700 -2.221 0.917 -0.329 0.18
O -8.3024 -21.5022 1.5013 -4.856 3.186 2.129 -0.12
H -7.5830 -20.3906 3.4965 -1.071 1.045 0.198 0.08
H -9.1016 -19.3638 3.7798 1.296 -1.100 -0.625 0.15
H -10.8064 -20.8074 1.3132 -0.864 -0.340 -1.095 0.10
H -10.8674 -19.5125 2.4702 1.171 -1.546 -0.670 0.16
N -5.7636 -21.5933 2.1703 2.491 -0.040 -2.942 0.18
C -5.4415 -21.0303 3.3003 7.041 3.211 0.374 -0.54
N -6.3118 -21.2165 4.2317 -1.572 -0.375 3.525 0.16
O -4.2614 -20.3621 3.5413 -5.181 -2.940 -1.305 -0.08
H -5.1547 -21.4312 1.3658 -0.200 0.058 0.665 0.06
H -6.6769 -21.6826 1.7990 -1.958 -0.059 0.479 0.05
H -6.0897 -20.7302 5.1158 -0.610 -0.539 -0.528 0.10
H -6.9877 -22.0023 4.1573 0.586 0.945 0.476 0.09
C -8.0750 -20.8713 -1.4524 0.451 -1.143 -1.840 -0.09
C -8.8976 -19.6936 -1.1786 0.721 1.718 0.223 -0.30
O -8.2563 -18.4139 -1.4523 -0.702 -1.088 0.051 -0.06
H -8.6625 -21.7583 -1.6299 -0.648 -0.287 0.061 0.08
H -7.3862 -21.2013 -0.7108 0.780 0.397 0.588 0.04
H -7.6025 -20.7199 -2.4208 0.571 -0.071 -0.147 0.08
H -9.0654 -19.6761 -0.1520 -0.487 0.323 1.844 0.05
H -9.8524 -19.7638 -1.6364 -0.926 0.133 -0.880 0.10
H -7.8138 -18.5214 -2.2901 0.215 0.110 -0.489 0.06
C -4.5027 -20.4751 6.9992 1.537 0.751 1.232 -0.07
C -5.5137 -19.4646 7.3683 -0.315 -0.106 0.944 -0.32
O -6.2239 -19.2169 6.2025 -1.551 0.431 -0.787 -0.09
H -4.8060 -21.4374 6.7681 -1.293 -1.838 -0.526 0.04
H -3.8863 -20.5979 7.8534 0.794 -0.298 1.101 0.08
H -3.8026 -20.1935 6.2433 0.079 0.693 -0.818 0.06
H -5.0535 -18.5599 7.7059 0.719 0.738 0.110 0.10
H -6.1475 -19.7346 8.2517 0.111 -0.389 -0.794 0.12
H -6.8771 -18.5266 6.3429 -0.020 0.084 -0.064 0.11
C 0.3514 -21.5428 3.7238 0.573 0.106 -0.856 -0.08
C -1.1606 -21.7422 3.7626 1.474 -1.067 -0.944 -0.34
O -1.6054 -21.7356 5.0831 0.229 0.665 0.626 -0.05
H 0.7450 -20.7273 4.3431 -0.458 -0.140 -0.024 0.08
H 0.7709 -21.3988 2.7073 -0.747 0.372 0.204 0.08
H 0.8573 -22.4434 3.9750 0.396 -0.853 0.918 0.05
H -1.4135 -22.7431 3.3491 0.307 0.480 -0.211 0.11
H -1.5711 -21.0072 3.1019 -0.965 0.751 -0.001 0.08
H -2.3911 -22.2624 5.0808 -0.864 -0.222 0.310 0.07
C -3.6546 -17.4154 5.0191 -1.270 0.674 1.185 -0.09
C -2.4982 -18.1517 4.4855 1.281 -1.687 -0.800 -0.32
O -2.6576 -18.1468 3.0602 2.542 2.379 0.306 -0.09
H -4.5510 -17.8306 4.5493 0.059 -0.085 0.203 0.07
H -3.6404 -16.3666 4.7357 0.243 0.198 -0.087 0.08
H -3.8087 -17.4484 6.1138 0.295 -0.128 -0.346 0.07
H -2.4719 -19.2266 4.7386 -0.399 0.400 0.511 0.08
H -1.4740 -17.8421 4.7659 -0.583 0.625 -0.258 0.12
H -3.2407 -18.8432 2.9367 -2.032 -2.332 -0.725 -0.03
C -4.2450 -25.9270 2.6016 3.432 -1.133 -1.586 -0.08
C -4.2005 -24.4562 2.5420 -0.732 -0.436 0.275 -0.35
O -5.0631 -24.0568 1.5462 -0.096 -2.271 -2.077 -0.05
H -3.6038 -26.2163 3.4014 0.807 -0.629 0.642 0.07
H -3.8865 -26.4427 1.6667 -0.022 0.724 0.716 0.10
H -5.1363 -26.3998 2.7885 -2.672 -0.309 0.563 0.04
H -3.2651 -23.9707 2.3143 1.007 -0.413 0.501 0.10
H -4.5785 -24.1481 3.5152 0.165 0.636 0.391 0.11
H -5.4059 -23.2932 1.9012 -1.642 3.022 0.460 -0.04
C -7.7630 -24.1293 8.3820 0.953 1.229 1.392 -0.06
C -6.6761 -23.1666 7.7893 -2.241 0.381 0.560 -0.33
O -6.2508 -23.6997 6.5929 0.279 0.012 -2.221 -0.09
H -8.5841 -24.3452 7.7289 -0.467 0.339 -0.515 0.06
H -8.1238 -23.8548 9.4005 0.047 0.263 -0.783 0.08
H -7.2742 -25.0567 8.5560 0.554 -0.994 -0.037 0.05
H -5.7834 -23.1318 8.3665 0.404 0.182 1.198 0.10
H -7.0609 -22.1122 7.6412 0.286 -0.954 0.347 0.12
H -6.7634 -23.2605 5.8966 0.113 -0.535 0.103 0.04
C -5.5743 -18.3286 0.5100 -0.133 0.939 -1.449 -0.14
O -6.9044 -18.4757 1.0170 0.593 -0.434 0.250 -0.13
H -5.2221 -17.2877 0.2121 -1.021 -0.913 1.246 0.11
H -5.4936 -18.8260 -0.4392 -0.175 -0.500 -0.724 0.05
H -4.8670 -18.8312 1.1196 0.822 -0.036 1.007 0.04
H -7.0420 -19.4502 1.0203 -0.031 0.951 0.016 0.04
C -8.2936 -23.9509 3.5836 -0.702 -0.811 -1.806 -0.13
O -8.4162 -22.9944 4.5735 0.179 0.960 2.060 -0.15
H -8.7769 -24.9024 3.8259 0.334 -0.093 0.408 0.09
H -7.2013 -24.1075 3.3998 -1.039 0.097 -0.283 0.10
H -8.8932 -23.5521 2.7396 1.151 -0.537 -0.326 0.09
H -9.2907 -22.5998 4.5959 -0.019 -0.094 -0.089 0.11
C -3.2042 -21.2698 0.4294 0.001 -0.880 2.166 -0.12
O -4.5107 -21.3007 -0.1475 0.801 0.069 -0.085 -0.14
H -2.8212 -20.2746 0.6129 -0.112 0.363 -0.078 0.09
H -2.5120 -21.8413 -0.1178 0.900 -0.523 -1.270 0.07
H -3.1641 -21.8315 1.4279 -0.656 1.017 -1.161 0.09
H -4.3939 -21.2805 -1.0953 -0.209 0.009 -0.288 0.10

---

Number 1: energy -4267.0043 hartree. Number 2: energy -1727.7812 hartree.